DFT (wB97M-V/def2-TZVPD) results for 4 unconnected molecules or ions with the total composition H8O4.

Structure (ORCA input):
```
! wB97M-V def2-TZVPD RIJCOSX def2/J DEFGRID3
* xyz 0 1
O -2.96 -0.29 0.29
H -2.12 -0.68 0.01
H -3.36 -0.96 0.85
O 0.39 -1.35 -0.47
H 0.61 -1.71 -1.34
H 0.53 -0.39 -0.55
O 2.26 0.26 1.56
H 2.61 -0.33 2.24
H 1.41 0.55 1.90
O 0.46 1.37 -1.36
H 0.23 2.22 -0.97
H -0.07 1.32 -2.17
*
```

Properties
- Lowest unoccupied orbital energy: 0.5365 eV
- HOMO level: -10.92 eV
- Frontier orbital gap: 11.46 eV
- DFT total energy: -305.7470 Ha
- Max |F|: 0.51 eV Å⁻¹
- SMILES string: O.O.O.O


DFT (wB97M-V/def2-TZVPD) results for 4 unconnected molecules or ions with the total composition H8O4.

Structure (ORCA input):
```
! wB97M-V def2-TZVPD RIJCOSX def2/J DEFGRID3
* xyz 1 2
O 0.58 -1.49 1.75
H 1.11 -1.05 2.42
H 1.16 -2.15 1.38
O -0.09 0.49 -0.10
H -0.77 0.15 -0.69
H 0.13 -0.25 0.47
O 2.64 0.18 0.19
H 1.68 0.12 0.20
H 2.85 0.90 0.78
O -2.90 1.22 -2.42
H -3.01 1.50 -1.51
H -3.38 0.39 -2.48
*
```

Properties
- Lowest unoccupied orbital energy (alpha / beta): -4.0997 / -11.8192 eV
- HOMO level (alpha / beta): -15.13 / -14.82 eV
- Frontier orbital gap (alpha / beta): 11.03 / 3.01 eV
- DFT total energy: -305.3238 Ha
- Max |F|: 2.01 eV Å⁻¹


DFT (wB97M-V/def2-TZVPD) results for 2 unconnected molecules or ions with the total composition H9N3Si2.

Structure (ORCA input):
```
! wB97M-V def2-TZVPD RIJCOSX def2/J DEFGRID3
* xyz 0 1
N -1.11 1.43 0.33
N -1.43 -0.74 -1.19
N -1.35 -1.19 1.57
Si 2.59 0.24 -0.50
Si -0.65 -0.15 0.29
H -1.86 1.69 -0.31
H -0.64 2.30 0.42
H -1.61 -1.68 -1.23
H -0.63 -0.52 -1.85
H -0.78 -1.67 2.26
H -1.85 -0.64 2.32
H 3.26 1.39 -1.07
H 3.28 0.00 0.79
H 2.78 -0.47 -1.85
*
```

Properties
- Lowest unoccupied orbital energy: -0.3442 eV
- HOMO level: -7.62 eV
- Frontier orbital gap: 7.28 eV
- DFT total energy: -748.6016 Ha
- Max |F|: 4.64 eV Å⁻¹


DFT (wB97M-V/def2-TZVPD) results for H9N3Si2 in the gas phase.

Structure (ORCA input):
```
! wB97M-V def2-TZVPD RIJCOSX def2/J DEFGRID3
* xyz 0 1
N 1.15 1.52 -0.11
N 2.10 -1.16 -0.36
N -0.71 -0.80 0.31
Si -2.12 0.12 -0.23
Si 1.02 -0.10 0.43
H 0.28 1.93 -0.33
H 1.93 1.85 -0.65
H 1.93 -1.39 -1.35
H 2.33 -2.01 0.15
H -0.66 -1.86 0.31
H -3.31 -0.21 0.52
H -2.67 0.08 -1.59
H -1.62 1.48 0.18
H 1.45 -0.08 1.92
*
```

Properties
- Lowest unoccupied orbital energy: 0.8225 eV
- HOMO level: -9.41 eV
- Frontier orbital gap: 10.23 eV
- DFT total energy: -748.7253 Ha
- Max |F|: 2.17 eV Å⁻¹
- SMILES string: N[SiH](N)N[SiH3]


DFT (wB97M-V/def2-TZVPD) results for 4 unconnected molecules or ions with the total composition H9O4.

Structure (ORCA input):
```
! wB97M-V def2-TZVPD RIJCOSX def2/J DEFGRID3
* xyz 0 2
O 1.63 -1.04 -1.01
H 2.38 -0.82 -1.58
H 1.68 -2.04 -0.90
O -1.18 -1.76 0.48
H -1.96 -2.32 0.33
H -0.46 -2.42 0.63
O -0.33 2.67 0.82
H 0.06 2.62 1.71
H -0.82 3.49 0.79
O -0.34 0.46 -0.43
H -0.83 -0.36 -0.10
H -0.39 1.37 0.01
H 0.56 0.16 -0.75
*
```

Properties
- Lowest unoccupied orbital energy (alpha / beta): 0.0829 / -0.0569 eV
- HOMO level (alpha / beta): -2.85 / -11.69 eV
- Frontier orbital gap (alpha / beta): 2.94 / 11.63 eV
- DFT total energy: -306.2213 Ha
- Max |F|: 1.05 eV Å⁻¹


DFT (wB97M-V/def2-TZVPD) results for 4 unconnected molecules or ions with the total composition H9O4.

Structure (ORCA input):
```
! wB97M-V def2-TZVPD RIJCOSX def2/J DEFGRID3
* xyz 1 1
O -0.26 -0.38 -0.69
H -0.58 -0.66 0.23
H -0.59 0.58 -0.79
H 0.76 -0.46 -0.52
O 2.17 -0.96 -0.15
H 2.30 -1.91 -0.23
H 2.77 -0.56 -0.80
O -0.91 2.17 -0.79
H -1.84 2.30 -1.00
H -0.45 2.64 -1.51
O -1.12 -0.99 1.69
H -1.89 -0.87 2.25
H -0.37 -0.91 2.29
*
```

Properties
- Lowest unoccupied orbital energy: -3.3151 eV
- HOMO level: -16.81 eV
- Frontier orbital gap: 13.49 eV
- DFT total energy: -306.1155 Ha
- Max |F|: 1.01 eV Å⁻¹


DFT (wB97M-V/def2-TZVPD) results for 5 unconnected molecules or ions with the total composition H9O4S.

Structure (ORCA input):
```
! wB97M-V def2-TZVPD RIJCOSX def2/J DEFGRID3
* xyz -1 1
S -1.32 -1.20 1.72
H -1.28 -2.21 2.60
H -0.96 -2.30 -0.30
H -1.85 -2.72 -1.47
O -0.93 -2.79 -1.17
H -0.29 0.60 1.02
H 0.85 1.39 1.27
O 0.04 1.49 0.78
H 0.72 -0.60 -2.47
H 0.70 -1.97 -2.78
O 0.86 -1.15 -3.25
H 1.64 3.94 0.76
H 0.52 3.47 1.62
O 1.31 4.03 1.67
*
```

Properties
- Lowest unoccupied orbital energy: 3.6146 eV
- HOMO level: -3.86 eV
- Frontier orbital gap: 7.47 eV
- DFT total energy: -704.6057 Ha
- Max |F|: 1.19 eV Å⁻¹


DFT (wB97M-V/def2-TZVPD) results for a gas-phase ion, HI3OP (charge +1).

Structure (ORCA input):
```
! wB97M-V def2-TZVPD RIJCOSX def2/J DEFGRID3
* xyz 1 3
O -2.28 -0.23 2.69
P -3.16 -2.16 -0.06
I -3.14 -1.83 2.89
I -4.10 -3.95 0.91
I -5.02 -0.31 -0.33
H -2.96 0.48 2.93
*
```

Properties
- Lowest unoccupied orbital energy (alpha / beta): -5.2799 / -8.3739 eV
- HOMO level (alpha / beta): -12.79 / -13.73 eV
- Frontier orbital gap (alpha / beta): 7.51 / 5.35 eV
- DFT total energy: -1309.8740 Ha
- Max |F|: 4.26 eV Å⁻¹


DFT (wB97M-V/def2-TZVPD) results for a molecular structure, HIN3P3.

Structure (ORCA input):
```
! wB97M-V def2-TZVPD RIJCOSX def2/J DEFGRID3
* xyz 0 1
N -2.08 2.23 0.04
N 0.51 1.93 -0.58
N -0.62 0.66 1.67
P -2.28 1.15 1.19
P -0.90 2.79 -0.88
P 0.54 0.91 0.61
I -4.16 -0.29 -0.19
H 1.77 -0.01 0.57
*
```

Properties
- Lowest unoccupied orbital energy (alpha / beta): -1.9618 / -1.9616 eV
- HOMO level (alpha / beta): -8.35 / -8.35 eV
- Frontier orbital gap (alpha / beta): 6.39 / 6.39 eV
- DFT total energy: -1486.6047 Ha
- Max |F|: 2.63 eV Å⁻¹


DFT (wB97M-V/def2-TZVPD) results for a molecular structure, HLi2O2.

Structure (ORCA input):
```
! wB97M-V def2-TZVPD RIJCOSX def2/J DEFGRID3
* xyz 0 2
O -0.19 0.62 0.02
O -0.40 -0.47 -0.26
Li -1.76 1.40 0.80
Li -2.18 -0.95 0.24
H 0.74 1.57 -1.09
*
```

Properties
- Lowest unoccupied orbital energy (alpha / beta): -0.3540 / -0.1519 eV
- HOMO level (alpha / beta): -5.25 / -7.86 eV
- Frontier orbital gap (alpha / beta): 4.89 / 7.71 eV
- DFT total energy: -165.8602 Ha
- Max |F|: 14.91 eV Å⁻¹


DFT (wB97M-V/def2-TZVPD) results for a molecular structure, HLuO3S.

Structure (ORCA input):
```
! wB97M-V def2-TZVPD RIJCOSX def2/J DEFGRID3
* xyz 2 1
S 0.50 -0.94 0.25
O -0.06 -2.07 0.93
O 0.55 0.32 1.08
Lu -1.02 1.84 1.84
O 0.14 -0.64 -1.11
H 0.70 1.64 2.75
*
```

Properties
- Lowest unoccupied orbital energy: -12.5879 eV
- HOMO level: -20.05 eV
- Frontier orbital gap: 7.46 eV
- DFT total energy: -1859.1244 Ha
- Max |F|: 5.19 eV Å⁻¹


DFT (wB97M-V/def2-TZVPD) results for 2 unconnected molecules or ions with the total composition HN2O3P.

Structure (ORCA input):
```
! wB97M-V def2-TZVPD RIJCOSX def2/J DEFGRID3
* xyz 0 1
N 1.22 0.37 1.16
N -1.21 -0.49 -0.36
O 1.21 1.28 0.36
O -2.20 -0.93 -0.82
O -0.36 -0.08 -1.41
P 0.92 -0.71 2.14
H 0.41 0.56 -1.07
*
```

Properties
- Lowest unoccupied orbital energy: -0.6170 eV
- HOMO level: -10.09 eV
- Frontier orbital gap: 9.47 eV
- DFT total energy: -677.0131 Ha
- Max |F|: 2.99 eV Å⁻¹
- SMILES string: [O-][N+]#P.O=NO


What did the tenth record say?
DFT (wB97M-V/def2-TZVPD) results for a molecular structure, HLi2O2.

Structure (ORCA input):
```
! wB97M-V def2-TZVPD RIJCOSX def2/J DEFGRID3
* xyz 0 2
O -0.19 0.62 0.02
O -0.40 -0.47 -0.26
Li -1.76 1.40 0.80
Li -2.18 -0.95 0.24
H 0.74 1.57 -1.09
*
```

Properties
- Lowest unoccupied orbital energy (alpha / beta): -0.3540 / -0.1519 eV
- HOMO level (alpha / beta): -5.25 / -7.86 eV
- Frontier orbital gap (alpha / beta): 4.89 / 7.71 eV
- DFT total energy: -165.8602 Ha
- Max |F|: 14.91 eV Å⁻¹